The following is a DFT calculation (the ωB97M-V functional and the def2-TZVPD basis) of an isolated molecule of C32H34N4 at a distorted geometry.

Structure (XYZ):
```
70
Properties=species:S:1:pos:R:3:forces:R:3:nbo_charge:R:1
C -1.937285 0.601651 -5.286099 0.250 -0.398 0.087 -0.238
C -1.835663 1.731499 -4.454198 0.441 0.070 0.504 -0.210
C -1.108419 1.678496 -3.254014 -0.196 0.396 -0.452 -0.267
C -0.525805 0.471227 -2.917302 0.394 -0.827 0.563 0.175
C -0.590082 -0.670888 -3.746098 -0.210 0.809 0.619 0.070
C -1.312053 -0.604515 -4.942718 0.086 0.179 -0.125 -0.200
N 0.015633 -1.728284 -3.108010 0.291 -0.580 1.312 -0.470
C 0.378350 -1.293176 -1.901679 -0.620 0.307 -2.198 0.227
N 0.141140 0.052909 -1.748014 -0.581 -0.647 -1.356 -0.382
C 0.205661 0.822745 -0.536588 0.478 0.353 1.539 -0.077
C 1.526285 0.517611 0.190010 -0.270 0.626 0.126 -0.070
C 2.470055 1.554157 0.287948 -0.223 -0.541 0.145 -0.130
C 3.757148 1.326412 0.762403 -0.372 -0.728 -0.043 -0.094
C 4.175871 -0.006694 1.005407 -1.048 0.071 -0.784 0.246
C 3.214202 -1.049796 0.973389 0.032 1.023 -0.022 -0.074
C 1.883915 -0.747448 0.663647 0.382 0.110 -0.077 -0.203
C 3.628892 -2.475663 1.133583 -0.005 -0.866 -0.075 -0.423
C 5.112992 -2.688311 1.469649 -0.153 -0.072 0.317 -0.399
C 6.009607 -1.615966 0.882577 -0.248 -0.171 -0.245 -0.197
N 5.508288 -0.292260 1.153146 0.858 -0.165 0.867 -0.447
C 6.516563 0.730540 0.996601 -0.041 0.092 -0.143 -0.196
C 6.042217 2.055695 1.557087 -0.169 -0.033 -0.034 -0.400
C 4.729154 2.451096 0.880172 0.485 0.620 -0.280 -0.424
C -1.100152 0.674666 0.237597 -0.010 0.240 0.370 0.011
C -2.161447 1.537094 -0.074923 0.052 -0.294 0.296 -0.206
C -3.454024 1.295456 0.373619 0.493 -0.596 0.164 -0.074
C -3.725804 0.043039 0.984113 1.009 0.180 -0.407 0.244
C -2.649186 -0.798868 1.364369 -0.092 1.077 -0.313 -0.087
C -1.336029 -0.372582 1.130976 -0.490 0.071 -0.615 -0.205
C -2.929553 -2.166852 1.887848 0.097 -0.527 0.705 -0.409
C -4.294116 -2.674877 1.423870 0.130 0.008 -0.020 -0.404
C -5.346648 -1.633202 1.740827 0.120 0.126 0.183 -0.196
N -5.025871 -0.369310 1.118123 -0.979 -0.328 -0.162 -0.445
C -6.108673 0.590751 1.175701 0.234 0.068 0.299 -0.196
C -5.945675 1.698404 0.154917 0.000 -0.056 -0.311 -0.399
C -4.541940 2.303380 0.196389 -0.408 0.452 0.167 -0.418
H -2.502033 0.682909 -6.220696 0.206 -0.111 0.396 0.214
H -2.317742 2.667880 -4.744351 0.166 -0.320 0.067 0.211
H -0.960487 2.538635 -2.599769 -0.323 -0.092 -0.358 0.209
H -1.361116 -1.503239 -5.555781 -0.132 0.299 -0.025 0.222
H 0.822887 -1.916839 -1.134398 -0.083 0.267 -0.408 0.211
H 0.252310 1.858411 -0.864054 0.175 0.163 0.040 0.209
H 2.184787 2.561570 -0.037082 0.157 -0.315 0.159 0.200
H 1.142374 -1.550152 0.737801 0.452 0.263 -0.174 0.204
H 3.399183 -3.008820 0.191227 0.044 0.198 0.331 0.212
H 3.015287 -2.958810 1.911598 0.137 0.088 -0.243 0.220
H 5.438823 -3.664719 1.095245 -0.050 0.103 0.164 0.214
H 5.237370 -2.689987 2.559262 0.028 0.015 -0.150 0.203
H 6.117484 -1.766117 -0.206252 -0.004 -0.019 0.046 0.171
H 7.011037 -1.677715 1.319922 -0.101 -0.109 -0.090 0.201
H 7.417279 0.379643 1.514391 -0.095 0.142 -0.077 0.199
H 6.779335 0.841729 -0.071700 0.009 0.080 0.093 0.170
H 5.899449 1.964460 2.639825 0.033 -0.013 -0.117 0.206
H 6.806070 2.814605 1.372960 -0.076 0.003 0.110 0.215
H 4.957221 2.808871 -0.136070 -0.023 0.068 0.207 0.211
H 4.271007 3.290261 1.415962 0.029 -0.088 -0.103 0.221
H -1.959316 2.437807 -0.657371 -0.131 -0.240 0.109 0.203
H -0.504008 -0.870129 1.625820 -0.236 -0.291 -0.443 0.211
H -2.902936 -2.175745 2.990512 0.026 -0.062 -0.210 0.206
H -2.138252 -2.841014 1.538223 -0.151 0.044 0.158 0.216
H -4.551106 -3.607972 1.930416 0.069 0.010 -0.080 0.214
H -4.267008 -2.866918 0.343418 -0.074 0.059 0.165 0.211
H -5.424845 -1.494805 2.834904 -0.042 -0.184 -0.054 0.167
H -6.333175 -1.937159 1.373538 0.130 -0.044 0.083 0.200
H -6.162552 1.022406 2.194435 -0.106 -0.031 -0.153 0.167
H -7.035994 0.032888 0.998840 0.086 0.221 0.057 0.202
H -6.153981 1.300123 -0.844522 0.048 0.013 0.111 0.206
H -6.684825 2.474089 0.366229 -0.013 -0.026 -0.131 0.211
H -4.366733 2.901157 -0.703416 0.011 -0.041 0.090 0.219
H -4.513333 3.004542 1.046609 0.116 -0.098 -0.173 0.209
```
Forces are in eV/Å.

The value obtained for the energy above the lowest of the compared OMol25 structures with the same formula, charge and spin is 0.00 kcal per mole. The gap between HOMO and LUMO is 7.8 eV. For the total energy, the calculation gives -39697.2698 eV. As for the structure (SMILES): c1ccc2c(c1)ncn2C(c1cc2c3c(c1)CCCN3CCC2)c1cc2c3c(c1)CCCN3CCC2. Its HOMO energy is -7.1 eV.

The following is a DFT calculation (the ωB97M-V functional and the def2-TZVPD basis) of a structure of composition C29H30BF2FeN4O3P.

Structure (XYZ):
```
71
Properties=species:S:1:pos:R:3:forces:R:3:lowdin_charge:R:1
Fe 1.308778 -0.043923 1.004903 -0.179 0.192 -0.089 0.712
N 1.205107 -0.423486 3.152196 -0.095 0.014 0.034 0.061
C 1.058399 -1.858212 3.404201 0.098 -0.126 -0.141 -0.251
C -0.238992 -2.240879 4.138311 0.015 0.020 0.024 -0.128
C -1.583946 -1.703613 3.624220 -0.050 0.095 -0.053 -0.158
C -1.983033 -1.917623 2.156097 -0.022 -0.050 -0.126 -0.145
N -1.581841 -3.190305 1.550598 -0.017 -0.234 0.161 0.106
C -1.828673 -4.388434 2.053442 -0.077 0.145 -0.088 -0.449
N -2.922007 -4.581500 2.807433 0.005 -0.018 0.009 0.212
N -0.997294 -5.391741 1.779075 -0.051 -0.002 -0.054 0.206
C 1.109901 -2.669058 2.092910 -0.103 0.187 0.076 -0.594
O 1.210740 -3.897231 2.196568 0.095 -0.028 -0.069 -0.002
O 0.913494 -2.035214 1.001927 0.120 -0.216 0.023 -0.088
H 2.063547 -0.038248 3.527185 0.019 -0.053 -0.003 0.118
H 0.450710 0.141818 3.525844 0.002 -0.021 -0.038 0.082
H 1.891821 -2.218220 4.010716 -0.053 -0.027 0.024 0.152
H -0.153042 -1.910048 5.176754 0.007 0.005 -0.007 0.120
H -0.260388 -3.332253 4.169587 0.010 -0.007 0.000 0.109
H -1.647921 -0.622688 3.760521 0.033 0.020 0.059 0.104
H -2.350346 -2.124804 4.280935 0.019 -0.018 0.006 0.101
H -1.526498 -1.160951 1.526593 0.005 0.039 0.018 0.086
H -3.062164 -1.774426 2.046989 0.003 -0.008 0.018 0.124
H -0.798535 -3.126896 0.906123 0.035 0.066 0.030 0.132
H -3.625709 -3.867773 2.865801 0.001 0.002 0.009 0.116
H -3.051832 -5.431727 3.323590 0.004 0.017 0.004 0.121
H -0.012515 -5.112789 1.673549 0.033 -0.010 0.010 0.095
H -1.227295 -6.326850 2.064004 0.023 0.000 0.013 0.120
C -4.065644 2.984210 -2.894611 -0.027 -0.005 -0.004 -0.089
C -4.242246 1.717594 -2.363763 -0.005 0.024 -0.011 -0.089
C -3.153024 1.032701 -1.835254 0.022 -0.005 0.015 -0.103
C -1.887339 1.604576 -1.836889 -0.100 -0.092 0.056 -0.409
C -1.722175 2.884967 -2.366343 -0.016 0.019 0.005 -0.091
C -2.802971 3.568997 -2.893502 0.026 0.001 0.005 -0.072
P -0.484657 0.672453 -1.118307 0.381 0.081 0.146 1.159
C 0.256480 1.916787 0.057881 -0.277 -0.095 0.199 -0.350
C -0.671068 3.039519 0.635616 0.013 -0.018 -0.083 -0.131
C -0.030684 4.342232 0.815772 -0.073 -0.049 0.006 -0.045
C 1.345743 4.506100 0.778976 0.056 0.050 0.015 -0.117
C 2.194005 3.527960 0.316029 -0.009 -0.019 -0.021 -0.021
C 1.639980 2.348045 -0.417919 -0.017 -0.004 0.015 -0.251
C 0.621329 0.552335 -2.622701 -0.155 0.009 -0.011 -0.254
C -0.071664 0.447293 -3.810677 0.145 -0.010 -0.017 -0.098
C 0.536476 0.034845 -5.013036 -0.031 0.015 0.050 -0.075
C 1.843854 -0.334621 -5.013753 0.004 -0.011 -0.036 -0.043
C 2.608742 -0.253574 -3.826212 0.015 -0.024 -0.085 -0.164
C 3.955351 -0.693907 -3.843382 0.038 -0.023 -0.031 -0.043
C 4.723633 -0.649963 -2.719147 -0.014 0.028 0.072 -0.070
C 4.192639 -0.094558 -1.542317 0.000 -0.035 -0.094 -0.007
C 2.902499 0.379635 -1.499661 -0.141 -0.081 -0.071 -0.111
C 2.030559 0.246121 -2.631961 0.024 0.010 0.094 -0.093
H -4.909604 3.522484 -3.306995 -0.003 -0.002 0.000 0.100
H -5.223946 1.261445 -2.359590 -0.005 -0.003 0.000 0.098
H -3.284056 0.040483 -1.419232 -0.002 -0.005 0.003 0.094
H -0.742096 3.346906 -2.354291 0.007 -0.002 -0.002 0.121
H -2.665603 4.562370 -3.301008 0.001 0.006 0.000 0.104
H -1.694457 3.053278 0.274158 0.003 -0.005 -0.006 0.121
H -0.659537 5.166109 1.129571 0.001 0.013 -0.005 0.101
H 1.767632 5.439753 1.134361 -0.001 0.006 0.001 0.099
H 3.268158 3.652824 0.347813 0.007 -0.002 0.010 0.110
H 1.582506 2.621080 -1.481975 0.011 0.003 0.009 0.146
H -1.130638 0.656235 -3.835041 -0.020 -0.004 -0.015 0.090
H -0.055559 -0.016118 -5.917801 -0.005 0.000 -0.002 0.103
H 2.321884 -0.699088 -5.915255 0.002 0.001 0.000 0.110
H 4.355910 -1.078269 -4.773940 0.001 0.004 -0.001 0.108
H 5.746155 -1.004497 -2.736593 0.004 0.002 0.003 0.102
H 4.802524 0.011664 -0.655556 0.008 -0.004 0.011 0.116
O 3.021480 0.816986 0.862367 0.112 -0.021 0.140 -0.089
C 2.463801 1.078221 -0.287815 0.098 0.045 -0.052 -0.424
F -1.257609 0.930360 1.991605 -0.019 0.037 -0.099 0.067
B -0.288227 1.912817 1.658714 0.029 0.186 -0.022 -0.895
F 0.500998 2.192284 2.771590 0.035 -0.002 -0.038 0.121
```
Forces are in eV/Å.

The value obtained for the energy above the lowest of the compared OMol25 structures with the same formula, charge and spin is 22.36 kcal per mole. As for the expectation value of S²: 6.442. The gap between HOMO and LUMO (alpha / beta) is 5.5 / 6.2 eV. For the total energy, the calculation gives -92453.3767 eV. As for the spin multiplicity: 5. Its HOMO energy (alpha / beta) is -5.7 / -6.4 eV.

The following is a DFT calculation (the ωB97M-V functional and the def2-TZVPD basis) of a cluster of 2 separate species, C4H4F2O in total at a distorted geometry.

Structure (XYZ):
```
11
Properties=species:S:1:pos:R:3:forces:R:3:nbo_charge:R:1
C -1.130081 -0.184497 0.733908 -0.641 0.080 0.272 -0.438
C 0.051841 0.171846 0.350772 3.281 -2.577 -1.934 -0.172
C 1.389253 -0.671966 -1.906265 0.441 0.241 -0.724 0.318
C 1.292650 -1.263024 -0.566674 -3.355 1.972 2.996 0.632
O 0.566099 -0.778866 -2.774817 0.101 -0.208 0.216 -0.479
F 2.407284 -1.299358 0.172584 0.045 -0.007 -0.486 -0.320
F 0.609871 -2.402416 -0.412866 0.357 0.145 -0.405 -0.314
H -1.745965 0.520948 1.279065 -0.088 0.051 0.037 0.218
H -1.555520 -1.154454 0.544720 0.024 -0.279 -0.119 0.227
H 0.658576 1.043571 0.458931 -0.098 0.515 0.188 0.199
H 2.287479 -0.031355 -2.006450 -0.069 0.067 -0.041 0.128
```
Forces are in eV/Å.

The value obtained for the energy above the lowest of the compared OMol25 structures with the same formula, charge and spin is 64.67 kcal per mole. The gap between HOMO and LUMO is 9.8 eV. For the total energy, the calculation gives -11691.9316 eV. Its HOMO energy is -9.8 eV.

> total energy of number 3 (C4H4F2O)?

-11691.9316 eV